This record from OMol25 describes the ion CH3N4O with charge +1 at a distorted geometry. The level of theory is ωB97M-V/def2-TZVPD.

SMILES: [NH3+]/N=N/N=C=O
Relative energy (zero: lowest compared OMol25 entry of this formula, charge and spin), kcal per mole: 44.1
Largest force on an atom, eV Å⁻¹: 4.49
E_HOMO, eV: -15.7225
E_tot, hartree: -333.76257
Charge: +1

CARTESIAN COORDINATES (ANGSTROEM)
1 N 0.00 0.04 -0.08
2 N 1.46 0.35 -0.10
3 N 2.07 -0.75 0.16
4 N 3.34 -0.70 0.15
5 C 4.29 0.07 0.08
6 O 5.31 0.49 -0.13
7 H -0.50 0.38 0.94
8 H -0.43 -0.93 -0.17
9 H -0.38 0.74 -0.81